ORCA calculation (wB97M-V/def2-TZVPD) on a structure of composition C22H22BrCl4GeIrN5O2Se.

Atoms and positions in Å:
Ir: 0.67124 -0.14636 -0.47416
C: 5.13476 -0.58808 0.10824
C: 5.61256 0.68059 -0.18160
C: 4.71997 1.68240 -0.52570
C: 3.36191 1.39806 -0.58640
N: 2.91384 0.16766 -0.28807
C: 3.77045 -0.79862 0.03991
C: 2.35431 2.40355 -0.99071
C: 2.69494 3.57787 -1.64676
C: 1.69336 4.46466 -2.01315
C: 0.37595 4.15844 -1.71643
C: 0.11169 2.95648 -1.08536
N: 1.07234 2.10862 -0.72835
H: 5.80102 -1.39357 0.37937
H: 6.67350 0.88830 -0.14723
H: 5.08077 2.67696 -0.73955
H: 3.34837 -1.77328 0.25238
H: 3.72281 3.79161 -1.89719
H: 1.94215 5.38241 -2.52852
H: -0.43263 4.82716 -1.97452
H: -0.90652 2.65112 -0.87822
C: -1.34161 -4.41199 1.11139
N: -1.95244 -4.00180 -0.14378
C: -3.18939 -4.41629 -0.57181
C: -3.36058 -3.93666 -1.82630
N: -2.22309 -3.24493 -2.15643
C: -1.99108 -2.56991 -3.42439
C: -1.37372 -3.28263 -1.12063
Se: 0.38918 -2.60114 -1.11403
H: -2.11514 -4.51454 1.86741
H: -0.61450 -3.67345 1.43964
H: -0.83781 -5.36991 0.98634
H: -3.84692 -5.01677 0.03197
H: -4.19304 -4.04070 -2.49970
H: -2.63478 -3.00832 -4.18160
H: -0.95378 -2.69402 -3.72581
H: -2.20706 -1.50726 -3.33373
Cl: -0.07106 -0.64770 -5.53465
C: -0.20835 0.79887 -4.50198
C: 0.14806 0.40321 -3.08386
O: 1.34055 0.20793 -2.76749
O: -0.78005 0.26905 -2.22453
H: -1.22456 1.17433 -4.55946
H: 0.50417 1.53206 -4.86928
Cl: -3.50156 4.23154 1.34135
Ge: -1.91957 2.89351 1.93364
Cl: -0.09211 4.08253 2.12078
Cl: -2.33841 2.20542 3.95405
Br: -2.01815 -2.23887 4.29556
C: -0.69871 -1.05194 3.66742
C: 0.14458 -0.37176 4.53464
C: 1.08967 0.48286 3.99082
C: 1.16897 0.62219 2.61778
N: 0.35869 -0.04536 1.78925
C: -0.56868 -0.86107 2.30506
H: 0.05626 -0.49971 5.60492
H: 1.76178 1.03801 4.62935
H: 1.89977 1.28148 2.16769
H: -1.22893 -1.37194 1.61492

Summary:
2S+1	6
frontier orbital gap (alpha / beta)	7.594 / 6.476	eV
expectation value of S²	8.77
charge	+2